Entry from OMol25: a molecular structure, C33H42BBeBr3CaF4N5O9S2 at a distorted geometry (ωB97M-V/def2-TZVPD).

Computed properties:
* molar mass: 1092.5 g mol⁻¹
* electronic energy: -11868.152584 Ha
* total charge: +1
* frontier orbital gap: 1.16 eV
* E_HOMO: -0.3184 Eh

Element x y z (Å)
1 C -3.95549 6.65212 -0.63198
2 C -2.85502 6.27997 -0.92696
3 C -1.63691 5.49938 -0.95452
4 C -0.49820 5.93929 -0.29212
5 C 0.64343 5.16515 -0.29470
6 C 0.64623 3.93793 -0.96889
7 C -0.49212 3.52878 -1.65999
8 C -1.65123 4.30146 -1.66200
9 C -2.88469 3.86533 -2.40353
10 C -3.72050 2.75329 -1.59227
11 N -3.10934 2.57098 -0.28380
12 N -3.69751 1.46435 -2.34276
13 N -5.13922 3.14646 -1.45042
14 S -0.36557 1.96504 -2.50517
15 C 0.55649 1.04549 -1.28265
16 C 0.27491 -0.27890 -1.01687
17 C 1.01259 -0.92423 -0.02957
18 C 1.99068 -0.23005 0.65840
19 C 2.79243 -0.89047 1.78310
20 C 2.44156 -0.16572 3.11037
21 C 1.38686 -0.92427 3.91604
22 C 0.91359 -0.09952 5.13184
23 S -0.51432 0.93607 4.85560
24 O -1.53782 0.49970 5.76430
25 O -0.22065 2.32841 5.05020
26 O -1.03953 0.70316 3.35393
27 C 2.27980 1.10179 0.35197
28 C 1.54470 1.76007 -0.62296
29 N 1.80642 3.12947 -0.93489
30 H -4.85257 7.11418 -0.28185
31 H -0.53302 6.89042 0.22324
32 H 1.53210 5.49796 0.22435
33 H -3.49107 4.81832 -2.53380
34 H -2.57824 3.53756 -3.44646
35 H -3.76460 1.99878 0.24901
36 H -2.29930 1.96699 -0.40957
37 H -2.98020 1.48510 -3.05590
38 H -3.54778 0.68167 -1.72102
39 H -5.53930 2.49849 -0.77587
40 H -5.57061 2.88628 -2.33542
41 H -0.51991 -0.77001 -1.56761
42 H 0.80611 -1.96448 0.18543
43 H 2.39194 -1.90779 1.86359
44 H 3.86366 -0.87442 1.58556
45 H 2.02838 0.83380 2.91791
46 H 3.34882 0.01910 3.69423
47 H 1.88389 -1.80676 4.33063
48 H 0.51469 -1.20030 3.32035
49 H 0.68900 -0.75937 5.97366
50 H 1.72257 0.55723 5.45915
51 H -1.73141 1.37802 3.25544
52 H 3.04958 1.63563 0.89289
53 H 2.52606 3.48629 -0.23230
54 C 5.64063 1.19493 -2.11538
55 Br 6.37219 0.21392 -3.60393
56 Br 4.42067 0.12465 -1.06621
57 Br 7.02156 1.97022 -1.01797
58 H 5.06495 2.01261 -2.52652
59 Be 3.65982 4.15317 0.87473
60 B -7.66052 5.17887 -2.46709
61 F -6.91683 6.19487 -3.12248
62 F -7.14036 3.92796 -3.00918
63 F -7.43708 5.21177 -1.10857
64 F -8.99851 5.27816 -2.75395
65 C 1.91954 -5.02633 -0.21678
66 C 2.12912 -6.27577 -0.66812
67 C 2.05268 -7.46798 0.24867
68 O 2.23416 -8.57271 -0.22438
69 C 1.77052 -7.23506 1.65528
70 C 1.56686 -5.98855 2.09972
71 C 1.61684 -4.80312 1.17870
72 O 1.40371 -3.69487 1.65215
73 O 1.30823 -5.72269 3.37732
74 O 2.41327 -6.53451 -1.92779
75 H 1.97123 -4.16264 -0.86534
76 H 1.73478 -8.09529 2.30865
77 H 1.20095 -4.75502 3.43560
78 H 2.52037 -7.50405 -1.99211
79 C 5.08719 -9.43794 -1.88545
80 C 5.09634 -8.67068 -3.25610
81 C 6.56659 -8.25682 -3.55442
82 O 4.36291 -7.58381 -3.12161
83 H 5.46324 -8.81858 -1.07226
84 H 4.07972 -9.76455 -1.63505
85 H 5.72478 -10.32099 -1.96580
86 H 4.80772 -9.40426 -4.02699
87 H 6.97587 -7.61384 -2.77567
88 H 6.62754 -7.73011 -4.50519
89 H 7.19362 -9.14950 -3.61917
90 Ca -4.85134 3.86249 -4.06075
91 C 0.83223 -2.68615 7.76489
92 O 2.12456 -2.54682 7.57401
93 H 0.48743 -3.66970 8.16491
94 H 0.36382 -1.99111 8.51307
95 H 0.17404 -2.53478 6.88217
96 C -8.61159 8.52575 -3.40930
97 C -9.22382 9.74955 -3.92668
98 N -9.70017 10.70844 -4.33215
99 H -9.21829 7.66394 -3.67705
100 H -7.61795 8.40436 -3.83039
101 H -8.53361 8.57934 -2.32536